1.
DFT (the ωB97M-V functional and the def2-TZVPD basis) results for a structure of composition C4H7ClN2S.

HOMO: -8.5 eV
energy above the lowest of the compared OMol25 structures with the same formula, charge and spin: 403.50 kJ/mol
LUMO: 0.3 eV

```
! RIJCOSX wB97M-V def2-TZVPD def2/J DEFGRID3
* xyz 0 1
Cl -0.91285 1.83240 2.21788
S -1.25139 -0.32730 -2.39588
N 0.50618 -1.53009 -0.42691
N -0.94038 0.38494 -0.71188
C -0.88002 2.52201 0.67009
C -0.09884 -0.39972 0.03817
C 1.26834 -2.20600 0.60719
C -0.97078 1.75398 -0.46955
H 2.59901 -2.03840 0.39524
H -0.68516 3.71467 0.63143
H 0.07003 -0.11626 1.13051
H 0.94130 -3.38149 0.72273
H 1.17410 -1.59069 1.62288
H 0.19050 -0.81155 -2.57582
H -1.01004 2.19349 -1.45609
*
```

=====

2.
DFT (the ωB97M-V functional and the def2-TZVPD basis) results for a cluster of 2 separate species, C2H3F2NO2S in total.

HOMO (spin up / spin down): -8.8 / -8.6 eV
energy above the lowest of the compared OMol25 structures with the same formula, charge and spin: 266.94 kJ/mol
LUMO (spin up / spin down): -0.3 / -0.7 eV

```
! RIJCOSX wB97M-V def2-TZVPD def2/J DEFGRID3
* xyz 0 1
S -1.43744 0.31931 0.51998
F 0.10463 0.65339 -1.57229
F 0.06173 2.16901 -0.00260
O -1.79740 -2.10848 -0.56465
O -1.37248 -1.11957 0.96729
N -2.59612 -1.67124 -1.22960
C 1.45639 0.27308 0.35915
C 0.19674 0.85891 -0.20100
H 1.56709 -0.73677 0.33263
H 1.52533 0.48781 1.41151
H 2.29154 0.87456 -0.02041
*
```

=====

3.
DFT (the ωB97M-V functional and the def2-TZVPD basis) results for a structure of composition C41H54BrF4FeN2O3PSbSe2Si3.

HOMO (spin up / spin down): -5.1 / -6.2 eV
⟨S²⟩: 1.111
LUMO (spin up / spin down): 0.0 / 0.0 eV

```
! RIJCOSX wB97M-V def2-TZVPD def2/J DEFGRID3
* xyz 0 2
Sb -1.12665 0.11999 -2.82671
Br 0.59627 0.77954 2.09783
Se 0.77220 -2.67873 -1.16685
Se 2.20054 -2.02085 0.64228
Fe -0.09840 0.01338 -0.39342
P -2.00869 -0.73477 0.67077
Si 0.09013 1.86538 -4.17787
Si -4.54487 1.58460 -2.95990
Si -0.83321 -1.78671 -4.46379
F 0.19322 -2.57738 5.96472
F 1.38589 -0.58497 4.63030
F -3.18094 -2.81683 2.75816
F -2.11646 -3.68563 5.00403
O 3.43000 -4.66051 -0.72978
O -0.47558 -5.56906 2.02800
O 1.68057 0.19615 -1.01799
N 0.35721 4.06072 0.02851
N -0.31201 2.06388 -0.58411
C 0.82225 -1.85204 -5.36512
C 1.93660 1.60111 -4.45832
C -4.12425 2.11522 2.68422
C 3.08071 3.55965 -0.85788
C -1.37214 -1.33168 2.34505
C -1.49212 -2.73200 4.32552
C 2.13390 2.53248 -0.74947
C 4.78629 1.97235 -1.34935
C -1.08915 -3.49761 -3.68299
C -3.70848 -1.85465 -1.14308
C -3.41658 0.21623 1.37175
C -0.31973 -2.16885 4.81335
C -5.43346 1.65686 2.65274
C 0.63937 -4.51652 -0.48979
C -0.69608 1.91530 -5.89035
C -3.12546 1.39826 2.05336
C 3.87864 0.95215 -1.27725
C -0.14121 3.58110 -3.41280
C 4.39756 3.30258 -1.15314
C -2.81595 -2.15705 -0.11475
C -4.16994 -4.19407 -1.44272
C -2.57145 -3.48669 0.20674
C 0.75131 2.85177 -0.43055
C -5.72999 0.46950 2.00133
C -4.39184 -2.87095 -1.79233
C 0.79576 -5.94836 1.53098
C 2.50753 1.19221 -1.00108
C -4.41472 3.38214 -2.38461
C 1.63015 -3.59899 1.62636
C 2.86250 -5.42174 0.31361
C -6.10763 0.86195 -2.16627
C -2.01389 -2.28664 3.11535
C -1.01189 4.05522 0.15103
C -4.81842 1.58338 -4.82722
C -3.24635 -4.50030 -0.45414
C -4.72719 -0.25078 1.37014
C 0.30265 -1.14335 4.10389
C -1.40394 2.81694 -0.22485
C 1.50838 -4.83111 0.73347
C -0.22320 -0.72024 2.90254
C -2.22091 -1.59851 -5.73396
H 2.76852 4.58908 -0.73885
H -2.40036 2.42742 -0.33034
H -6.74481 0.09863 1.97784
H 0.97219 4.83148 0.21447
H -2.06429 -0.78320 -6.43576
H -4.12611 2.25514 -5.33321
H 0.92748 -1.02694 -6.07038
H -0.50876 1.00004 -6.44980
H -1.65134 -3.48071 -2.75325
H 0.72699 3.86116 -2.81785
H 4.17245 -0.07503 -1.45043
H 1.43753 -6.28846 2.35218
H -6.21728 2.21944 3.14098
H 2.10848 0.94523 -5.31147
H -2.30617 -2.52291 -6.30860
H -1.85684 -3.75612 0.97242
H 0.65299 -3.37719 2.06417
H 2.34905 -3.75646 2.43344
H -6.97800 1.47625 -2.41727
H -1.56398 4.91956 0.46190
H -4.68576 0.59256 -5.25723
H -6.30633 -0.14826 -2.52284
H -5.83244 1.91763 -5.05719
H -1.77303 2.06371 -5.84673
H -6.02919 0.82274 -1.08040
H 3.52832 -5.46628 1.18573
H -3.87869 3.03420 3.19932
H -3.04922 -5.52967 -0.18509
H -2.10892 1.76687 2.08975
H -3.46189 3.82738 -2.66570
H -1.02578 3.67387 -2.79192
H -5.20888 3.98943 -2.82596
H 2.44530 1.16432 -3.60157
H -0.13657 -3.99835 -3.50959
H 4.26658 -5.06528 -0.98502
H 5.10861 4.10843 -1.24489
H 0.61898 -6.80414 0.87328
H -0.22737 4.29969 -4.23013
H -0.40967 -4.68117 -0.24609
H -3.88935 -0.82333 -1.43794
H -5.08858 -2.61830 -2.57898
H 2.41250 2.55953 -4.67168
H -4.69874 -4.98844 -1.95040
H 5.81986 1.74772 -1.57625
H -1.64733 -4.11644 -4.38831
H 1.64685 -1.78556 -4.65610
H -4.51035 3.45403 -1.30129
H 2.69158 -6.45310 -0.02703
H -4.98210 -1.17867 0.87790
H 0.91053 -5.16004 -1.32720
H -0.35738 -5.16225 2.89069
H -3.17235 -1.42153 -5.23864
H 0.92175 -2.78284 -5.92325
H -0.25910 2.73789 -6.45729
*
```

=====

4.
DFT (the ωB97M-V functional and the def2-TZVPD basis) results for the molecule C4H7Cl2NO2S.

HOMO (spin up / spin down): -8.8 / -8.9 eV
energy above the lowest of the compared OMol25 structures with the same formula, charge and spin: 158.58 kJ/mol
LUMO (spin up / spin down): -1.4 / -1.1 eV

```
! RIJCOSX wB97M-V def2-TZVPD def2/J DEFGRID3
* xyz 0 1
Cl -2.62124 1.82943 1.11036
Cl -1.61489 1.48597 -1.51131
S -1.34497 -1.57605 0.02979
O -2.20546 -2.12719 -0.96973
O -1.15166 -2.00713 1.39884
N 0.31056 -1.55590 -0.73437
C 1.32519 -0.81049 -0.02117
C 0.07353 1.28922 0.68881
C -1.33472 1.12844 0.15754
C 1.13118 0.72036 -0.24710
H 0.12856 -1.05675 -1.68259
H 0.36248 2.33472 1.15211
H 2.13774 1.13023 -0.05205
H 1.42410 -1.28933 1.03322
H 2.28701 -0.90256 -0.59134
H 0.08243 0.63689 1.54219
H 1.01017 0.77014 -1.30321
*
```

=====

5.
DFT (the ωB97M-V functional and the def2-TZVPD basis) results for the molecule Cl2HPS2.

HOMO: -9.4 eV
energy above the lowest of the compared OMol25 structures with the same formula, charge and spin: 26.52 kJ/mol
structure (SMILES): S=P(S)(Cl)Cl
LUMO: -0.9 eV

```
! RIJCOSX wB97M-V def2-TZVPD def2/J DEFGRID3
* xyz 0 1
Cl -1.88815 0.83984 1.15090
Cl -0.12092 -1.79167 1.04545
S 1.23178 1.15813 0.44792
S -0.62171 -0.70811 -1.98791
P -0.41784 -0.07955 -0.01510
H 1.81685 0.58135 -0.64126
*
```

=====

6.
DFT (the ωB97M-V functional and the def2-TZVPD basis) results for the molecule C7H15NO2.

HOMO: -6.9 eV
energy above the lowest of the compared OMol25 structures with the same formula, charge and spin: 457.54 kJ/mol
structure (SMILES): CC(C)=C(C)N(O)[C@@H](C)O
LUMO: 0.6 eV

```
! RIJCOSX wB97M-V def2-TZVPD def2/J DEFGRID3
* xyz 0 1
O -1.58645 -2.59499 -0.01857
O -2.23930 -0.05549 -1.30966
N -1.03030 -0.27139 -0.59678
C -0.50992 2.14381 -0.70241
C -0.07669 0.70340 -0.55197
C -1.49692 -1.00150 1.79857
C 1.86074 -0.90267 -0.78374
C -0.85868 -1.55641 0.54689
C 1.20655 0.33015 -0.20870
C 2.17224 1.25481 0.48256
H 2.74465 0.69271 1.23076
H 1.67103 2.06191 1.02212
H 1.17717 -1.51402 -1.37707
H -2.49906 -0.61857 1.59115
H -0.53200 2.63640 0.27293
H -0.90062 -0.18467 2.21104
H 0.19354 2.70994 -1.32126
H -1.57958 -1.79237 2.55296
H 2.68602 -0.60881 -1.44539
H 2.26482 -1.54504 0.00706
H -2.25761 -2.14436 -0.55889
H -1.95485 0.21829 -2.20011
H 2.89200 1.69169 -0.21900
H 0.14480 -1.92723 0.74171
H -1.49159 2.27441 -1.16421
*
```

=====

7.
DFT (the ωB97M-V functional and the def2-TZVPD basis) results for a structure of composition C25H30N10O11STi.

HOMO (spin up / spin down): -0.2 / -0.2 eV
energy above the lowest of the compared OMol25 structures with the same formula, charge and spin: 283.61 kJ/mol
LUMO (spin up / spin down): 4.3 / 4.3 eV

```
! RIJCOSX wB97M-V def2-TZVPD def2/J DEFGRID3
* xyz -2 1
Ti -0.21665 0.86070 0.40687
S 1.75294 1.48052 2.69472
O -2.87456 1.86330 4.31742
O -0.60089 -0.79191 -0.62168
O 1.32336 -1.01332 -2.85192
O -1.70264 1.13938 1.77721
O 0.88170 2.54993 3.25212
O 4.67245 2.43612 1.52706
O 1.11461 0.73675 -4.08522
O 6.47963 0.67050 -4.01575
O 7.27870 1.65976 -2.28548
O 1.20421 1.31757 -0.71054
O 2.39855 2.54771 1.45454
N -2.14558 0.35133 -1.88897
N 1.62597 0.12317 -3.16593
N -2.10207 -2.24954 1.75506
N -0.37085 3.88676 -0.70143
N 3.57532 2.14567 0.87468
N -2.04365 1.18855 -0.78985
N -0.18904 3.14277 0.50602
N 0.96898 0.49011 1.79230
N 6.34847 1.16842 -2.90267
N 2.28126 -2.42514 0.32103
C -1.55550 -3.95309 -4.38080
C -4.24631 3.59434 0.80783
C 3.58963 1.69809 -0.37759
C -0.99208 -4.11391 -3.12149
C -3.25475 2.60256 0.70566
C -4.12149 3.43779 3.18487
C 3.96091 0.69116 -3.05940
C 4.86975 1.65106 -1.01232
C 5.00656 1.17136 -2.29474
C -2.64215 2.02883 1.85449
C -1.99691 -1.63915 -3.88608
C -1.70334 1.05421 4.51002
C 1.30778 -3.88007 2.05600
C -4.65543 4.03685 2.03958
C 2.72449 0.74315 -2.41118
C -0.92499 -3.03687 -2.25294
C -1.37166 -0.67255 -1.65835
C 2.44906 1.24602 -1.15445
C 1.76275 -3.74800 0.59658
C -2.05377 -2.71373 -4.76043
C 0.18130 -2.90680 2.40119
C -1.42592 -1.79787 -2.62926
C -1.18023 -3.36744 1.89745
C -3.03166 1.97181 -0.57552
C -3.17646 2.43343 3.12380
H 2.02475 -2.04121 -0.57877
H -0.47137 -3.12462 -1.27626
H 4.07886 0.28736 -4.04946
H 0.80951 3.16607 0.73766
H -3.80534 2.04515 -1.34193
H -0.59137 -5.07487 -2.82143
H 0.90218 -3.91819 -0.05346
H -1.59833 -4.78892 -5.06965
H 2.16735 -3.69011 2.70553
H 0.44337 -1.93162 1.98855
H -0.68314 3.54590 1.29804
H -1.30859 3.71072 -1.03920
H -3.04536 -2.54774 1.54988
H -0.81017 1.54552 4.13230
H 2.47334 -4.55705 0.36622
H -2.11381 -1.63628 2.55949
H -1.64095 0.93010 5.59173
H -4.45537 3.73568 4.17194
H -1.81478 0.08135 4.03488
H 3.27496 -2.32924 0.46227
H -4.68658 3.98801 -0.10201
H 5.70321 2.02530 -0.44286
H -2.37326 -0.66614 -4.16948
H -2.48235 -2.58187 -5.74696
H -0.28457 4.87793 -0.50380
H -5.40201 4.81552 2.13330
H 0.99840 -4.91844 2.24341
H 0.12965 -2.76824 3.48730
H -1.06835 -3.82325 0.90733
H -1.54965 -4.16713 2.56289
*
```

=====

8.
DFT (the ωB97M-V functional and the def2-TZVPD basis) results for a cluster of 2 separate species, C4H9N5S in total.

HOMO (spin up / spin down): -3.8 / -8.9 eV
⟨S²⟩: 2.020
LUMO (spin up / spin down): 0.2 / -4.5 eV

```
! RIJCOSX wB97M-V def2-TZVPD def2/J DEFGRID3
* xyz 0 3
S 2.43229 1.92355 -0.72822
N 3.09667 -0.51931 0.29725
N 1.25392 -1.39897 0.86864
N 0.95390 -0.19629 0.40454
N 2.47049 -1.60475 0.80791
N -1.62159 -0.52520 -0.06378
C -1.85612 -1.47525 1.06469
C -0.82122 1.41691 -1.11748
C -0.90830 0.56371 0.12362
C 2.14041 0.33964 0.04776
H 0.08031 2.05485 -1.15141
H -1.85484 -0.63056 -1.10123
H -2.53700 -0.99866 1.68056
H -0.85797 -1.75802 1.49903
H -0.95960 1.20106 1.05412
H -1.76059 1.89956 -1.12507
H -2.07131 -2.52248 0.77929
H 3.48429 1.43851 -1.25517
H -0.66374 0.79171 -2.08507
*
```

=====

Per-record electronic energy, a.u.: -1124.34940 -881.00399 -12420.09039 -1680.29723 -2058.76979 -480.81120 -3593.35971 -829.45821